Entry 1:
Entry from the Open Molecules 2025 dataset: a cluster of 2 separate species, C4H14N2O in total at a distorted geometry (ωB97M-V/def2-TZVPD).

Geometry as XYZ:
```
21
C4H14N2O (ωB97M-V/def2-TZVPD)
C -1.914 -0.617 0.053
C -1.183 0.099 1.149
C 0.067 0.812 1.012
C 0.335 1.680 0.087
N 1.055 2.903 0.749
N -1.083 -1.822 -0.569
H -2.160 0.071 -0.773
H -2.868 -0.996 0.429
H -1.314 -0.651 2.044
H -1.679 1.079 1.600
H 0.943 0.748 1.700
H 0.409 1.819 -1.092
H 0.708 3.816 0.478
H 2.037 2.936 0.524
H 0.823 2.738 1.755
H -0.770 -2.323 0.282
H 2.129 -1.406 -2.321
H -1.850 -2.371 -0.882
H 1.160 -2.558 -1.762
H 2.175 -3.269 -1.617
O 2.078 -2.380 -1.929
```

Its net charge is +3. Its strongest force on any atom is 9.28 eV/A. As for the expectation value of S²: 0.7566. The LUMO energy (spin up / spin down) is -13.739 / -16.780 eV. The multiplicity is 2. Its HOMO-LUMO gap (spin up / spin down) is 8.0168 / 4.7680 eV. The energy above the lowest of the compared OMol25 structures with the same formula, charge and spin comes out at 124.1 kcal per mole.

These are the Mulliken partial charges, in e, on atoms 1 to 4: C -0.733; C -0.356; C -0.522; C 0.111

Entry 2:
Entry from the Open Molecules 2025 dataset: a cluster of 10 separate species, H20O10 in total (ωB97M-V/def2-TZVPD).

Geometry as XYZ:
```
30
H20O10 (ωB97M-V/def2-TZVPD)
O 4.373 -0.961 -1.730
H 4.179 -1.318 -2.597
H 3.625 -1.220 -1.192
O -1.455 0.361 -3.117
H -1.873 1.169 -2.819
H -2.184 -0.231 -3.305
O -2.910 3.944 -1.793
H -2.569 4.735 -1.376
H -3.580 4.261 -2.398
O 1.225 -3.576 -0.190
H 2.032 -4.060 -0.015
H 0.864 -3.987 -0.975
O 0.781 4.204 2.195
H 0.360 3.372 1.979
H 0.794 4.226 3.151
O -3.951 1.440 1.201
H -3.158 0.906 1.246
H -3.807 2.020 0.453
O -0.357 0.265 0.643
H -0.068 -0.643 0.550
H -0.489 0.567 -0.255
O 1.262 -2.319 5.747
H 0.824 -2.002 4.957
H 1.444 -3.242 5.567
O 1.915 2.277 -5.061
H 1.299 2.010 -4.379
H 1.626 3.154 -5.315
O 0.206 -5.286 3.165
H 0.283 -5.008 2.252
H -0.690 -5.056 3.411
```

Its strongest force on any atom is 0.41 eV/A. The LUMO energy is -0.151 eV. Its SMILES is O.O.O.O.O.O.O.O.O.O. Its HOMO-LUMO gap is 11.2393 eV. The energy above the lowest of the compared OMol25 structures with the same formula, charge and spin comes out at 77.5 kcal per mole.

These are the Mulliken partial charges, in e, on atoms 1 to 4: O -0.626; H 0.315; H 0.313; O -0.633

Entry 3:
Entry from the Open Molecules 2025 dataset: a cluster of 2 separate species, C9H14 in total at a distorted geometry (ωB97M-V/def2-TZVPD).

Geometry as XYZ:
```
23
C9H14 (ωB97M-V/def2-TZVPD)
C 2.052 1.874 0.187
C 0.817 -1.378 1.041
C 0.620 -2.004 -0.143
C 1.372 -0.152 1.145
C 1.546 0.545 -0.096
C 1.017 -1.463 -1.348
C 1.503 -0.098 -1.273
H 0.591 -1.896 2.062
H 0.029 -2.961 -0.061
H 1.598 0.352 2.111
H 1.069 -1.937 -2.314
H 3.187 1.733 0.054
H 1.839 2.185 1.186
H 1.784 0.433 -2.137
H 1.634 2.613 -0.534
C -2.559 0.473 0.792
C -2.633 0.085 -0.629
H -2.501 1.604 0.889
H -3.444 0.044 1.265
H -1.613 0.021 1.305
H -3.571 0.258 -1.275
H -2.364 -0.949 -0.871
H -1.973 0.619 -1.357
```

Its strongest force on any atom is 4.69 eV/A. The LUMO energy is 0.957 eV. Its SMILES is Cc1ccccc1.CC. Its HOMO-LUMO gap is 9.9064 eV. The energy above the lowest of the compared OMol25 structures with the same formula, charge and spin comes out at 37.0 kcal per mole.

These are the Mulliken partial charges, in e, on atoms 1 to 4: C -1.441; C -0.189; C -0.340; C -0.684

Entry 4:
Entry from the Open Molecules 2025 dataset: a cluster of 2 separate species, C5H8Cl2Si in total at a distorted geometry (ωB97M-V/def2-TZVPD).

Geometry as XYZ:
```
16
C5H8Cl2Si (ωB97M-V/def2-TZVPD)
C -0.377 0.975 -0.211
C -0.648 -0.426 -0.013
C -1.063 1.810 -0.999
C 0.139 -1.063 0.930
C -0.061 -2.497 1.446
Si -2.469 3.099 1.828
Cl -1.898 1.291 2.728
Cl -0.895 4.184 2.398
H 0.450 1.333 0.441
H -1.435 -0.926 -0.522
H -0.969 2.950 -0.962
H -2.069 1.569 -1.307
H 0.877 -0.389 1.192
H 1.006 -2.849 1.632
H -0.513 -3.164 0.769
H -0.678 -2.530 2.489
```

Its strongest force on any atom is 5.11 eV/A. As for the expectation value of S²: 2.0211. The LUMO energy (spin up / spin down) is -0.650 / -3.844 eV. The multiplicity is 3. Its HOMO-LUMO gap (spin up / spin down) is 4.4129 / 4.0511 eV. The energy above the lowest of the compared OMol25 structures with the same formula, charge and spin comes out at 35.1 kcal per mole.

These are the Mulliken partial charges, in e, on atoms 1 to 4: C -0.001; C -0.151; C -0.926; C -0.192